No. 1
This record from the OMol25 dataset describes a molecular structure, C38H48BrMgN2O2PS2SeSi. The level of theory is the ωB97M-V functional and the def2-TZVPD basis.

Last column: Mulliken charge in e.
Positions of all 97 atoms, in Å:
Mg -0.17 0.40 0.53  0.453
C 4.51 -0.37 0.44  -1.133
O 3.32 0.35 0.24  0.085
C 3.46 1.69 -0.02  0.315
C 4.68 2.31 -0.16  -0.460
C 4.72 3.68 -0.41  -0.623
Br 6.43 4.52 -0.60  -0.306
C 3.58 4.42 -0.50  -0.613
C 2.33 3.79 -0.36  -0.060
C 2.23 2.40 -0.15  0.489
O 1.10 1.78 -0.05  0.317
C 1.15 4.66 -0.42  0.336
N 1.19 5.95 -0.69  -0.818
C -0.13 6.36 -0.61  0.188
C -0.69 7.63 -0.79  -0.771
C -2.06 7.75 -0.66  -0.394
C -2.87 6.65 -0.34  -0.499
C -2.33 5.39 -0.15  -0.836
C -0.96 5.27 -0.29  0.563
N -0.11 4.21 -0.17  0.611
H 5.14 -0.37 -0.46  0.364
H 4.22 -1.39 0.67  0.295
H 5.09 0.04 1.28  0.451
H 5.61 1.76 -0.07  0.491
H 3.60 5.49 -0.67  0.589
H -1.70 2.34 -1.46  0.043
H -0.06 8.48 -1.04  0.407
H -2.52 8.73 -0.79  0.340
H -3.94 6.79 -0.24  0.382
H -2.94 4.53 0.08  0.412
H -0.34 3.24 0.01  -0.263
Se -2.35 1.41 -0.53  -0.769
S -1.93 -0.28 4.91  -0.455
P -0.16 0.55 4.66  0.784
S 0.39 1.33 2.90  -0.753
C 1.17 -0.61 5.19  0.562
C 0.87 -1.69 6.02  -0.500
C 1.88 -2.54 6.45  -0.470
C 3.19 -2.32 6.07  -0.482
C 3.49 -1.24 5.24  -0.449
C 2.49 -0.40 4.80  -0.656
C 0.09 1.88 5.91  0.392
C 0.80 3.03 5.63  -0.385
C 1.01 3.99 6.62  -0.610
C 0.52 3.79 7.90  -0.383
C -0.20 2.63 8.18  -0.591
C -0.41 1.69 7.20  -0.551
H -0.17 -1.86 6.29  0.357
H 1.63 -3.38 7.09  0.373
H 3.98 -2.99 6.40  0.348
H 4.51 -1.07 4.92  0.383
H 2.71 0.43 4.13  0.382
H 1.18 3.19 4.63  0.333
H 1.56 4.89 6.38  0.392
H 0.68 4.53 8.67  0.340
H -0.60 2.48 9.18  0.364
H -1.00 0.80 7.40  0.322
C -2.89 -2.11 1.21  -1.566
C -2.09 -2.86 0.14  2.811
C -2.34 -4.37 0.33  -1.870
C -2.72 -2.47 -1.20  -2.120
Si -0.21 -2.27 0.22  -1.390
C 0.67 -3.28 1.66  3.069
C -0.18 -3.19 2.93  -1.865
C 2.00 -2.60 2.01  -1.411
C 0.97 -4.76 1.40  -2.048
C 0.64 -2.77 -1.49  2.814
C 0.25 -1.73 -2.55  -1.768
C 0.33 -4.17 -2.03  -1.839
C 2.17 -2.65 -1.35  -2.237
H -3.95 -2.41 1.16  0.543
H -2.86 -1.03 1.04  0.094
H -2.55 -2.28 2.23  0.277
H -3.41 -4.58 0.21  0.542
H -2.05 -4.72 1.32  0.325
H -1.80 -4.97 -0.41  0.228
H -3.81 -2.66 -1.16  0.578
H -2.33 -3.04 -2.04  0.382
H -2.59 -1.40 -1.41  0.156
H -0.46 -2.16 3.17  -0.077
H 0.39 -3.57 3.79  0.544
H -1.11 -3.76 2.86  0.345
H 1.88 -1.52 2.18  -0.068
H 2.74 -2.73 1.22  0.134
H 2.42 -3.03 2.93  0.377
H 0.07 -5.32 1.16  0.302
H 1.41 -5.21 2.30  0.513
H 1.68 -4.90 0.58  0.350
H -0.83 -1.70 -2.74  0.306
H 0.75 -1.97 -3.50  0.536
H 0.55 -0.73 -2.25  0.168
H -0.73 -4.29 -2.26  0.307
H 0.60 -4.95 -1.32  0.271
H 0.89 -4.35 -2.95  0.525
H 2.45 -1.68 -0.94  0.253
H 2.63 -2.74 -2.35  0.591
H 2.59 -3.44 -0.72  0.281

The energy above the lowest of the compared OMol25 structures with the same formula, charge and spin is 0.280 eV. As for the lowest unoccupied orbital energy: 0.1417 Ha. The calculated total energy is -8339.8655 hartree. The max |F| comes out at 0.14 eV/Å. The gap between HOMO and LUMO comes out at 5.95 eV. The total charge is -2.

No. 2
This record from the OMol25 dataset describes a molecular structure, C38H48N2O2SbSe5W. The level of theory is the ωB97M-V functional and the def2-TZVPD basis.

Last column: Mulliken charge in e.
Positions of all 97 atoms, in Å:
W -0.67 -1.57 -1.36  -0.392
C 2.60 3.82 2.63  -1.638
C 3.47 3.52 1.40  2.059
C 4.81 2.91 1.85  -1.643
C 3.77 4.83 0.67  -2.141
C 2.73 2.52 0.51  -0.636
C 2.46 1.24 0.97  -0.388
C 1.75 0.36 0.19  0.421
Se 1.34 -1.38 0.89  0.351
C -0.14 -0.91 2.01  0.372
C -0.05 -1.01 3.39  -0.518
C -1.17 -0.73 4.16  -0.210
C -2.34 -0.34 3.51  -0.186
C -2.46 -0.22 2.13  -0.712
C -1.32 -0.54 1.39  0.104
O -1.35 -0.55 0.03  1.562
C -3.77 0.22 1.46  2.259
C -4.78 0.72 2.49  -2.331
C -3.51 1.37 0.47  -1.574
C -4.39 -0.97 0.72  -1.270
C -1.14 -0.77 5.69  1.812
C 0.13 -1.44 6.21  -2.040
C -1.19 0.67 6.21  -1.512
C -2.35 -1.55 6.22  -1.647
C 1.30 0.70 -1.08  0.641
O 0.57 -0.21 -1.80  -0.714
C 1.57 1.97 -1.60  -1.264
C 2.27 2.84 -0.77  0.035
C 1.14 2.40 -3.01  2.779
C 1.95 1.58 -4.02  -1.500
C 1.43 3.89 -3.26  -2.371
C -0.37 2.20 -3.21  -1.514
H 3.11 4.53 3.28  0.459
H 1.65 4.26 2.33  0.345
H 2.39 2.91 3.20  0.365
H 5.35 3.63 2.47  0.468
H 4.66 2.01 2.45  0.311
H 5.43 2.65 0.99  0.377
H 4.32 5.49 1.34  0.426
H 4.37 4.68 -0.22  0.442
H 2.85 5.36 0.39  0.385
H 2.79 0.93 1.96  0.541
H 0.88 -1.31 3.84  0.596
H -3.20 -0.09 4.11  0.514
H -4.37 1.53 3.11  0.454
H -5.66 1.12 1.97  0.457
H -5.13 -0.08 3.15  0.392
H -2.99 2.20 0.95  0.367
H -2.92 1.05 -0.39  0.125
H -4.47 1.74 0.10  0.468
H -4.57 -1.80 1.40  0.287
H -5.34 -0.68 0.28  0.466
H -3.74 -1.33 -0.08  -0.033
H 1.03 -0.86 5.98  0.359
H 0.08 -1.52 7.30  0.439
H 0.25 -2.45 5.81  0.423
H -0.34 1.25 5.84  0.300
H -2.10 1.18 5.89  0.335
H -1.16 0.68 7.30  0.452
H -2.36 -2.57 5.84  0.356
H -2.29 -1.60 7.31  0.477
H -3.30 -1.07 5.97  0.338
H 2.47 3.84 -1.14  0.600
H 3.02 1.77 -3.89  0.306
H 1.76 0.52 -3.93  0.256
H 1.69 1.89 -5.04  0.439
H 2.50 4.12 -3.21  0.437
H 1.09 4.13 -4.27  0.460
H 0.90 4.53 -2.56  0.447
H -0.66 1.15 -3.17  0.034
H -0.93 2.75 -2.46  0.272
H -0.65 2.59 -4.19  0.466
C -1.27 -1.02 -6.61  -0.969
C -1.54 -2.37 -6.55  -0.712
C -0.89 -3.14 -5.60  -0.622
C -0.01 -2.51 -4.74  -0.360
N 0.27 -1.21 -4.80  0.278
C -0.35 -0.49 -5.72  0.057
C 0.76 -3.29 -3.73  0.577
C 1.60 -4.28 -4.23  -0.503
C 2.39 -5.03 -3.39  -0.726
C 2.31 -4.78 -2.02  -0.856
C 1.46 -3.80 -1.58  -0.770
N 0.67 -3.05 -2.40  0.380
H -1.75 -0.38 -7.34  0.461
H -2.25 -2.83 -7.23  0.462
H -1.07 -4.20 -5.51  0.511
H -0.09 0.57 -5.75  0.228
H 1.63 -4.43 -5.30  0.588
H 3.04 -5.80 -3.78  0.470
H 2.88 -5.35 -1.30  0.540
H 1.35 -3.62 -0.53  0.632
Se -2.24 -5.72 -3.32  -0.339
Sb -1.40 -5.65 -1.14  0.828
Se -1.46 -3.50 0.12  -0.264
Se -2.34 -1.48 -2.82  -0.086
Se -0.41 -7.32 0.15  -0.403

The energy above the lowest of the compared OMol25 structures with the same formula, charge and spin is 0.375 eV. As for the lowest unoccupied orbital energy: -0.1674 Ha. The calculated total energy is -14051.2219 hartree. The max |F| comes out at 0.61 eV/Å. The gap between HOMO and LUMO comes out at 6.42 eV. The total charge is +1.